[1]
Density functional theory data (ωB97M-V with the def2-TZVPD basis set) for an isolated ion of composition C23H34N3 and charge +1.

SMILES string: Cc1cc(C)c([C@H](C)N(Cc2ccccc2)C(N(C)C)=[N+](C)C)c(C)c1
Kohn-Sham gap in eV: 8.958
Total charge: +1
E_tot in eV: -28866.80350
Energy relative to the best compared isomer or geometry (same formula, charge and spin) in eV: 0.0000

Structure (XYZ):
```
60
Properties=species:S:1:pos:R:3:forces:R:3:mulliken_charge:R:1
C -0.21577 0.52124 2.03148 0.0 0.3 0.8 -1.594
C 0.22514 -0.12269 0.70822 0.4 -1.8 1.4 0.149
C -0.68203 -1.35638 0.59258 -0.6 0.1 0.3 1.421
C -0.25651 -2.54113 1.23651 0.1 0.1 -0.3 0.893
C 1.10275 -2.64226 1.88594 0.3 -0.3 0.0 -1.445
C -1.12526 -3.62379 1.34762 0.0 0.3 0.0 -0.971
C -2.44997 -3.54738 0.91791 0.2 0.5 0.0 0.463
C -3.36913 -4.70559 1.13138 -0.2 -0.3 0.0 -1.526
C -2.89042 -2.33525 0.38633 0.0 -0.3 0.1 -0.992
C -2.04568 -1.23007 0.26359 0.3 -0.4 0.1 0.613
C -2.71513 0.06395 -0.09724 -0.2 0.3 -0.5 -1.725
H 0.62934 0.99226 2.54806 -0.4 0.0 -0.1 0.291
H -1.03330 1.24560 1.91198 0.3 -0.2 0.0 0.352
H -0.59214 -0.26156 2.71482 0.2 0.3 -0.5 0.479
H 1.26809 -0.44549 0.86246 -0.5 -0.2 0.3 0.095
H 1.26321 -3.66729 2.24266 0.0 0.3 -0.1 0.420
H 1.92609 -2.41064 1.19666 -0.2 -0.1 0.3 0.216
H 1.19946 -1.98198 2.76091 -0.1 -0.1 -0.3 0.296
H -0.77226 -4.53257 1.83304 -0.1 0.1 -0.1 0.410
H -4.26803 -4.63096 0.51757 0.1 0.0 0.0 0.394
H -2.86259 -5.64457 0.89423 -0.1 0.1 0.0 0.402
H -3.68330 -4.77177 2.18049 0.1 0.1 -0.2 0.274
H -3.94536 -2.22240 0.11177 0.4 -0.1 0.1 0.393
H -3.50683 -0.15002 -0.82942 0.2 0.2 0.1 0.517
H -3.20939 0.53042 0.76944 0.2 -0.2 -0.2 0.326
H -2.02748 0.79617 -0.53019 -0.2 -0.1 0.1 -0.139
C 0.41220 -1.38711 -3.46795 -0.2 0.1 -0.1 -1.155
N 0.78169 -0.90755 -2.12726 0.0 0.6 0.0 0.406
C 1.57706 -1.89914 -1.41042 0.1 -0.3 0.0 -1.119
C 0.49352 0.35314 -1.73178 0.2 0.4 0.5 0.304
N 0.32165 0.76039 -0.41807 0.5 0.9 -2.9 0.316
C 0.45059 2.23334 -0.19930 -0.3 0.7 -0.3 -0.632
C 1.08693 2.80817 1.05001 0.3 0.1 0.3 -0.453
C 2.42062 2.52691 1.37804 -0.4 0.3 0.2 -0.074
C 2.97114 3.07208 2.54443 0.1 -0.1 -0.2 -0.681
C 2.20989 3.89409 3.37670 -0.2 -0.1 0.0 -0.465
C 0.89975 4.22628 3.01421 0.1 0.0 -0.2 -0.735
C 0.35761 3.72191 1.83222 0.2 -0.5 -0.1 -0.121
N 0.41233 1.28430 -2.75288 -0.2 -0.3 0.4 0.158
C -0.65148 2.29055 -2.86135 0.2 0.0 0.2 -0.947
C 1.52216 1.45157 -3.71393 -0.1 -0.1 0.3 -1.005
H -0.01445 -0.58255 -4.06737 0.0 -0.2 0.1 0.403
H 1.30067 -1.78521 -3.96919 -0.2 0.1 0.0 0.400
H -0.32680 -2.19268 -3.38276 0.2 0.1 0.1 0.320
H 2.22535 -1.43955 -0.66035 -0.3 -0.1 -0.2 0.250
H 0.92516 -2.66630 -0.97403 0.3 0.2 0.0 0.359
H 2.21827 -2.39192 -2.15908 -0.1 0.2 0.3 0.519
H 1.05125 2.62446 -1.03102 -0.3 -0.2 0.2 0.521
H -0.56510 2.65845 -0.27760 0.4 0.0 0.0 0.412
H 3.01389 1.88437 0.72163 -0.1 0.1 0.3 0.409
H 4.01036 2.85406 2.79894 -0.3 0.0 0.0 0.384
H 2.63004 4.27736 4.31117 -0.1 -0.1 -0.4 0.403
H 0.29841 4.88224 3.64920 0.3 -0.2 -0.2 0.395
H -0.65998 3.99013 1.52930 0.3 -0.1 0.2 0.406
H -1.54572 1.96793 -2.30834 0.4 0.1 -0.2 0.268
H -0.30272 3.26572 -2.48477 -0.3 -0.2 -0.2 0.382
H -0.91584 2.39579 -3.92259 0.0 -0.1 0.3 0.361
H 2.13429 0.54721 -3.76761 -0.2 0.2 0.0 0.379
H 1.12066 1.67353 -4.70987 0.1 -0.1 0.2 0.318
H 2.17311 2.28218 -3.39712 -0.2 -0.2 -0.1 0.301
```
Positions in Å, forces in eV/Å.

---

[2]
Density functional theory data (ωB97M-V with the def2-TZVPD basis set) for C23H35AsBClN10O6OsSi2 as an isolated structure.

Kohn-Sham gap (spin up / spin down) in eV: 8.399 / 7.282
Total charge: +1
E_tot in eV: -143859.03033
Multiplicity: 2
Energy relative to the best compared isomer or geometry (same formula, charge and spin) in eV: 0.0128

Structure (XYZ):
```
80
Properties=species:S:1:pos:R:3:forces:R:3:mulliken_charge:R:1
Os 0.27075 0.59489 -0.12931 -1.0 -1.4 0.0 2.847
C 4.19292 -0.97169 0.55963 0.0 0.0 0.0 -1.780
C 3.01987 -0.89001 -0.18404 0.0 -0.1 0.0 -0.108
N 2.11156 -0.17313 0.47517 0.0 0.2 -0.1 -0.087
N 2.67470 0.21916 1.63330 0.0 -0.2 0.2 0.869
C 3.93111 -0.24999 1.70535 0.0 0.0 -0.1 -0.076
B 1.89753 1.13174 2.60828 -0.1 0.1 -0.1 0.613
N 0.47727 0.50045 2.83624 0.1 -0.2 0.0 0.915
C -0.11890 0.23523 4.00157 0.1 0.0 0.0 -0.104
C -1.34864 -0.34236 3.74833 -0.1 0.0 -0.1 -1.314
C -1.43432 -0.39228 2.36563 0.0 0.1 0.1 -0.703
N -0.32459 0.11714 1.81068 0.2 0.6 0.0 -0.442
N 1.68064 2.46405 1.88722 -0.3 0.0 0.2 0.314
C 2.04047 3.72809 2.15266 0.1 0.0 0.0 0.066
C 1.52269 4.54416 1.16901 0.1 0.0 0.0 -1.485
C 0.83535 3.69111 0.31848 0.1 -0.1 0.0 -0.361
N 0.91119 2.43108 0.76160 0.3 0.2 -0.4 -0.585
N 2.60739 1.18686 3.93508 0.1 0.1 0.0 0.551
C 2.98110 0.11333 4.68612 0.0 0.0 0.0 -0.342
C 3.50529 0.58140 5.85922 0.0 0.0 0.0 -0.983
C 3.40812 1.98380 5.74486 0.0 0.0 0.0 -0.349
N 2.86703 2.34062 4.59749 0.0 0.0 0.0 -1.080
H 5.10716 -1.46754 0.28807 0.0 0.0 0.0 0.508
H 2.81249 -1.27450 -1.16657 0.0 0.0 0.0 0.355
H 4.55187 -0.02660 2.55563 0.0 0.0 0.0 0.550
H 0.36447 0.47458 4.93364 0.0 0.0 0.0 0.465
H -2.07967 -0.67684 4.46227 0.0 0.0 0.0 0.473
H -2.23623 -0.76639 1.75967 0.0 0.0 -0.1 0.657
H 2.63128 3.94212 3.02426 0.0 0.0 0.0 0.553
H 1.64264 5.60821 1.07439 0.0 0.0 0.0 0.473
H 0.32503 3.90725 -0.59973 0.0 0.0 0.0 0.810
H 2.84290 -0.89490 4.32928 0.0 0.0 0.0 0.538
H 3.90231 0.00485 6.67600 0.0 0.0 0.0 0.461
H 3.71243 2.73981 6.45055 0.0 0.0 0.0 0.466
C 0.15046 -3.49151 1.58060 0.0 0.0 0.0 -0.937
Si -0.36813 -3.61428 -0.20331 -0.2 0.1 0.1 0.672
C -1.77230 -4.79758 -0.47803 -0.1 0.0 0.0 -1.113
C 1.08105 -3.91118 -1.33759 0.0 -0.1 0.0 -1.178
As -0.92931 -1.41552 -0.99926 0.6 0.3 0.1 0.151
Si -1.57737 -1.41322 -3.33219 0.0 -0.2 0.0 0.445
C -3.25517 -2.22920 -3.30308 0.0 -0.1 0.0 -1.074
C -0.36243 -2.44886 -4.28062 0.1 0.1 0.0 -1.038
C -1.72601 0.30905 -4.01064 -0.1 0.1 0.1 -0.796
H -0.08417 -4.42607 2.09536 0.0 0.0 0.0 0.489
H -0.35155 -2.68687 2.11557 0.0 0.0 0.0 0.129
H 1.22680 -3.32288 1.65321 0.0 0.0 0.0 0.300
H -1.41978 -5.82345 -0.34451 0.0 0.0 0.0 0.398
H -2.19027 -4.71559 -1.48205 0.0 0.0 0.0 0.245
H -2.57284 -4.62669 0.24382 0.0 0.0 0.0 0.322
H 1.75957 -4.60778 -0.83704 0.0 0.0 0.0 0.464
H 1.65176 -3.01063 -1.56377 0.0 0.0 0.0 0.277
H 0.78081 -4.36634 -2.27960 0.0 0.0 0.0 0.385
H -3.20642 -3.27190 -2.98511 0.0 0.0 0.0 0.256
H -3.64703 -2.21260 -4.32420 0.0 0.0 0.0 0.402
H -3.97044 -1.71143 -2.66353 0.0 0.0 0.0 0.269
H -0.30352 -3.46808 -3.90030 0.0 0.0 0.0 0.255
H 0.63774 -2.01255 -4.29962 0.0 0.0 0.0 0.289
H -0.71653 -2.50705 -5.31375 0.0 0.0 0.0 0.442
H -2.68040 0.76044 -3.72551 0.0 0.0 0.0 0.210
H -1.72908 0.22016 -5.10140 0.0 0.0 0.0 0.527
H -0.91331 0.97578 -3.73330 0.1 0.0 0.0 0.121
O 1.54536 1.87659 -3.85548 0.0 0.0 0.1 -0.624
Cl 2.10923 1.15876 -2.77274 -0.2 -0.2 0.0 2.056
O 2.70368 1.98475 -1.78697 0.1 0.1 0.1 -0.611
O 2.95450 0.09844 -3.20727 0.0 0.1 0.1 -0.657
O 0.89410 0.43305 -2.08771 0.3 0.6 -0.1 -1.754
C -3.33560 4.29040 -2.19094 0.0 0.0 0.0 -0.942
N -3.17716 2.97700 -1.56212 0.0 0.0 0.1 0.238
C -4.23944 2.22564 -1.21913 0.0 0.0 0.0 -0.040
C -4.09380 0.95841 -0.76340 0.0 -0.1 0.0 -1.041
C -2.77256 0.47665 -0.63977 0.0 0.0 0.0 0.691
O -2.60770 -0.80532 -0.39163 -0.1 0.1 0.1 -0.608
N -1.71023 1.27096 -0.79635 0.2 -0.1 0.1 -0.311
C -1.86972 2.49693 -1.43150 0.0 0.0 0.0 -0.383
O -0.94204 3.13016 -1.87362 -0.1 -0.1 -0.1 -0.575
H -4.34434 4.64649 -2.00138 0.0 0.0 0.0 0.346
H -3.15812 4.21622 -3.26243 0.0 0.0 0.0 0.321
H -2.61100 4.97902 -1.76781 0.0 0.0 0.0 0.306
H -5.21017 2.67913 -1.36683 0.0 0.0 0.0 0.411
H -4.93230 0.31883 -0.54317 0.0 0.0 0.0 0.582
```
Positions in Å, forces in eV/Å.

---

[3]
Density functional theory data (ωB97M-V with the def2-TZVPD basis set) for C23H35N3O2 in the gas phase.

SMILES string: Cc1cc(CN2CCC(N3CCC(C(=O)NC4CC4)CC3)CC2)cc(C)c1O
Kohn-Sham gap in eV: 8.596
Total charge: 0
E_tot in eV: -32984.43339
Energy relative to the best compared isomer or geometry (same formula, charge and spin) in eV: 1.8952

Structure (XYZ):
```
63
Properties=species:S:1:pos:R:3:forces:R:3:mulliken_charge:R:1
C -2.10387 -0.58528 -4.00469 0.1 0.2 0.0 -2.212
C -1.65966 0.77397 -3.53753 0.1 -0.1 -0.1 1.350
C -2.49385 1.56682 -2.76325 0.2 0.2 -0.1 -0.840
C -2.09570 2.81446 -2.30675 -0.1 0.1 -0.1 1.046
C -0.84127 3.28363 -2.67634 -0.2 -0.2 -0.1 -0.722
C 0.01869 2.52490 -3.45051 0.2 -0.2 -0.1 0.603
C -0.39353 1.25718 -3.87081 -0.3 0.3 0.3 0.770
O 0.48380 0.53057 -4.62303 0.0 -0.1 -0.1 -0.656
H 0.10023 -0.33205 -4.81733 0.0 0.1 0.0 0.319
C 1.37673 3.01709 -3.84380 0.0 -0.1 0.0 -1.727
H 1.45646 3.06574 -4.92880 0.1 0.0 -0.1 0.395
H 2.13991 2.32294 -3.49489 0.1 0.0 0.0 0.323
H 1.56944 4.00207 -3.42705 0.0 0.1 0.0 0.389
H -0.52249 4.26407 -2.35049 0.1 0.1 0.0 0.268
C -2.98681 3.63047 -1.39890 0.0 0.0 0.1 -1.935
N -2.86389 3.40649 0.03182 -0.1 0.1 0.0 0.304
C -3.37730 2.16285 0.55854 0.0 -0.2 0.0 -1.243
C -2.37879 0.99943 0.54513 -0.1 0.3 0.3 -0.270
C -1.08336 1.38110 1.27237 -0.2 0.0 -0.3 -0.336
N -0.18449 0.22358 1.23007 0.1 0.1 0.1 0.571
C -0.43895 -0.68522 2.32957 -0.1 -0.3 -0.1 -0.732
C 0.21911 -2.03606 2.06885 0.0 0.2 0.3 -1.029
H -0.00829 -2.72237 2.88801 0.0 0.0 0.0 0.422
H -0.18155 -2.45295 1.14433 0.0 -0.1 0.0 0.321
C 1.73240 -1.85852 1.91245 -0.1 -0.1 -0.5 0.575
C 2.34972 -3.20004 1.54135 0.0 0.4 0.5 -0.056
O 2.44806 -3.60100 0.40105 0.0 -0.1 -0.4 -0.681
N 2.74949 -3.93033 2.61081 0.1 -0.1 0.5 -0.167
C 3.30196 -5.23992 2.49200 0.0 -0.2 -0.1 -0.177
C 4.37275 -5.68348 3.44063 0.1 0.0 -0.1 -0.592
C 2.99338 -6.27482 3.52995 -0.1 -0.1 -0.1 -0.604
H 2.84531 -7.29450 3.21177 0.0 -0.1 -0.1 0.238
H 2.37403 -5.98675 4.36635 0.0 0.1 0.1 0.235
H 5.17512 -6.29557 3.06069 0.1 -0.1 -0.1 0.243
H 4.67932 -4.99824 4.21674 0.0 0.1 0.1 0.237
H 3.35875 -5.52908 1.45119 0.0 -0.1 0.1 0.521
H 2.63520 -3.56327 3.54253 0.0 0.1 -0.2 0.270
C 1.97613 -0.82374 0.81789 0.0 0.1 0.2 -1.224
C 1.23780 0.47771 1.12268 0.2 -0.1 -0.1 -0.680
H 1.64864 0.92120 2.05148 0.0 0.1 -0.1 0.274
H 1.41778 1.17004 0.30165 0.0 0.0 0.1 0.575
H 1.61823 -1.23144 -0.12732 0.0 0.0 0.0 0.277
H 3.04471 -0.62350 0.72087 0.0 0.0 -0.1 0.453
H 2.15645 -1.50263 2.85878 0.0 0.0 0.0 0.206
H -0.06057 -0.27194 3.28676 -0.1 0.0 0.0 0.410
H -1.51652 -0.82656 2.43119 0.0 0.0 0.1 0.470
C -0.53694 2.64358 0.60817 -0.1 0.0 0.2 -0.033
C -1.60284 3.75139 0.64365 0.2 0.0 0.0 -1.562
H -1.21499 4.65059 0.16071 0.0 0.1 0.1 0.406
H -1.81296 3.99657 1.69335 0.1 0.1 0.0 0.446
H -0.27265 2.42524 -0.42610 0.1 0.0 0.0 -0.065
H 0.34798 3.00700 1.13344 0.1 0.0 0.0 0.648
H -1.32005 1.63548 2.32418 0.0 0.0 -0.1 0.010
H -2.84109 0.13117 1.01621 0.0 -0.1 0.0 0.711
H -2.11871 0.73069 -0.47805 0.0 -0.1 0.1 -0.093
H -4.27745 1.89182 0.00282 -0.1 0.0 0.1 0.418
H -3.67058 2.35602 1.59944 -0.1 -0.1 0.0 0.397
H -4.03432 3.44341 -1.65461 0.0 0.1 0.0 0.469
H -2.78573 4.69444 -1.56369 -0.1 0.0 -0.1 0.435
H -3.47894 1.19832 -2.51206 -0.1 -0.1 0.0 0.307
H -2.08549 -0.65414 -5.09420 0.0 -0.1 -0.1 0.518
H -3.12072 -0.77991 -3.67448 0.0 -0.1 0.0 0.354
H -1.46318 -1.36874 -3.59478 0.0 -0.1 0.0 0.449
```
Positions in Å, forces in eV/Å.